{"formula": "C5H10N4", "method": "ωB97M-V with the def2-TZVPD basis set", "symbols": ["C", "N", "C", "C", "N", "C", "N", "C", "N", "H", "H", "H", "H", "H", "H", "H", "H", "H", "H"], "coordinates": [[-1.27948, -1.10109, -0.73104], [-0.83677, 0.13047, -0.13135], [-1.85894, 0.86115, 0.57968], [0.51920, 0.57985, -0.15700], [0.73344, 1.94370, -0.02120], [1.36815, -0.36581, 0.33664], [1.32742, -1.73025, 0.69254], [2.68896, 0.11491, -0.12357], [3.77455, 0.36883, -0.42120], [-1.58610, -1.84623, 0.01752], [-0.49687, -1.51998, -1.36108], [-2.15039, -0.89216, -1.35863], [-1.42297, 1.74164, 1.04344], [-2.30688, 0.23549, 1.36150], [-2.65114, 1.17343, -0.10717], [0.11511, 2.51462, -0.58128], [1.70648, 2.20949, -0.08335], [0.40795, -2.09213, 0.88648], [1.94827, -2.32592, 0.15906]], "forces_ev_per_angstrom": [[0.201, 0.212, -0.159], [0.309, 1.353, -0.503], [0.034, 0.036, -0.170], [-3.630, -2.315, 2.985], [-0.221, -0.032, -0.657], [3.745, 1.300, -2.776], [-0.356, 0.760, 0.225], [0.319, -1.570, 1.443], [-0.120, 0.322, -0.214], [0.033, 0.008, -0.038], [-0.027, -0.023, 0.039], [-0.044, -0.118, -0.060], [-0.064, -0.006, 0.073], [-0.003, 0.047, -0.005], [-0.154, 0.066, 0.087], [0.224, -0.049, -0.182], [-0.042, 0.113, 0.018], [0.169, -0.138, -0.136], [-0.373, 0.033, 0.030]], "nbo_charge": [-0.40, -0.46, -0.41, 0.35, -0.81, -0.06, -0.81, 0.23, -0.37, 0.17, 0.22, 0.19, 0.22, 0.19, 0.18, 0.38, 0.41, 0.38, 0.39], "e_lumo_ev": 0.65, "smiles": "CN(C)/C(N)=C(\\N)C#N", "spin_multiplicity": 1, "e_homo_ev": -7.5}